ORCA calculation (ωB97M-V/def2-TZVPD) on C5H8N2 in the gas phase.

The HOMO energy comes out at -7.41 eV. Its energy above the lowest of the compared OMol25 structures with the same formula, charge and spin is 10.9 kcal/mol. The spin multiplicity is 1. The SMILES is Cn1ccc(N)c1.

Last columns: bonded neighbours and bond lengths (Å).
CARTESIAN COORDINATES (ANGSTROEM)
1 C 2.31 0.25 -0.09  N2 1.443, H8 1.096, H9 1.091, H10 1.093
2 N 0.90 -0.06 0.01  C1 1.443, C3 1.361, C7 1.378
3 C 0.38 -1.27 0.36  N2 1.361, C4 1.376, H11 1.082
4 C -0.99 -1.16 0.38  C3 1.376, C5 1.423, H12 1.083
5 C -1.31 0.18 0.02  C4 1.423, N6 1.411, C7 1.375
6 N -2.61 0.74 0.00  C5 1.411, H13 1.013, H14 1.013
7 C -0.13 0.83 -0.21  N2 1.378, C5 1.375, H15 1.082
8 H 2.75 -0.16 -1.00  C1 1.096
9 H 2.43 1.34 -0.09  C1 1.091
10 H 2.84 -0.15 0.78  C1 1.093
11 H 1.02 -2.11 0.57  C3 1.082
12 H -1.69 -1.94 0.65  C4 1.083
13 H -3.31 0.07 -0.28  N6 1.013
14 H -2.67 1.55 -0.60  N6 1.013
15 H 0.08 1.85 -0.50  C7 1.082

natural (NBO) atomic charge list, values in e, 8 entries: -0.393, -0.329, -0.049, -0.346, 0.097, -0.810, -0.148, 0.198

ORCA calculation (ωB97M-V/def2-TZVPD) on C5H8N2 in the gas phase in a non-equilibrium geometry.

The HOMO energy comes out at -9.68 eV. Its energy above the lowest of the compared OMol25 structures with the same formula, charge and spin is 37.5 kcal/mol. The spin multiplicity is 1. The SMILES is C[C@@]1(CC#N)CN1.

Last columns: bonded neighbours and bond lengths (Å).
CARTESIAN COORDINATES (ANGSTROEM)
1 C 1.12 0.17 1.26  C2 1.518, H8 1.099, H9 1.096, H10 1.095
2 C 0.08 0.12 0.16  C1 1.518, C3 1.538, C6 1.483, N7 1.461
3 C -0.70 -1.20 0.01  C2 1.538, C4 1.471, H11 1.096, H12 1.096
4 C -0.78 -1.53 -1.43  C3 1.471, N5 1.155
5 N -0.82 -1.81 -2.54  C4 1.155
6 C -0.62 1.36 -0.25  C2 1.483, N7 1.446, H13 1.087, H14 1.088
7 N 0.28 0.70 -1.17  C2 1.461, C6 1.446, H15 1.009
8 H 0.64 0.21 2.25  C1 1.099
9 H 1.77 -0.71 1.25  C1 1.096
10 H 1.74 1.06 1.17  C1 1.095
11 H -1.71 -1.13 0.42  C3 1.096
12 H -0.19 -2.03 0.51  C3 1.096
13 H -0.28 2.29 0.20  C6 1.087
14 H -1.68 1.33 -0.50  C6 1.088
15 H 1.14 1.18 -1.36  N7 1.009

natural (NBO) atomic charge list, values in e, 8 entries: -0.617, 0.085, -0.515, 0.305, -0.328, -0.249, -0.587, 0.220

ORCA calculation (ωB97M-V/def2-TZVPD) on C5H8N2 in the gas phase in a non-equilibrium geometry.

The HOMO energy comes out at -8.25 eV. Its energy above the lowest of the compared OMol25 structures with the same formula, charge and spin is 69.3 kcal/mol. The spin multiplicity is 1.

Last columns: bonded neighbours and bond lengths (Å).
CARTESIAN COORDINATES (ANGSTROEM)
1 C -0.32 -0.46 1.08  C2 1.525, N5 1.459, H8 1.102, H9 1.099
2 C 0.25 -0.08 -0.28  C1 1.525, C3 1.527, C6 1.476, N7 1.452
3 C -0.90 0.58 -1.04  C2 1.527, C4 1.527, H11 1.102, H12 1.099
4 C -2.03 0.85 -0.04  C3 1.527, N5 1.329
5 N -1.59 0.26 1.07  C1 1.459, C4 1.329, H10 1.016
6 C 1.65 0.35 -0.43  C2 1.476, N7 1.468, H13 1.090, H14 1.088
7 N 1.18 -0.90 -1.04  C2 1.452, C6 1.468, H15 1.016
8 H -0.51 -1.54 1.19  C1 1.102
9 H 0.31 -0.14 1.92  C1 1.099
10 H -2.17 0.25 1.90  N5 1.016
11 H -1.28 -0.10 -1.82  C3 1.102
12 H -0.59 1.50 -1.55  C3 1.099
13 H 2.31 0.28 0.43  C6 1.090
14 H 1.88 1.16 -1.12  C6 1.088
15 H 1.49 -1.70 -0.51  N7 1.016

natural (NBO) atomic charge list, values in e, 8 entries: -0.252, 0.048, -0.539, 0.120, -0.568, -0.246, -0.576, 0.197